DFT (wB97M-V/def2-TZVPD) results for C4H4BrI as an isolated structure at a distorted geometry.

Properties
Orbital gap   0.31082 Eh
HOMO level   -8.6 eV
Relative energy (zero: lowest compared OMol25 entry of this formula, charge and spin)   70.38 kJ/mol

```
10
Properties=species:S:1:pos:R:3:mulliken_charge:R:1
C -0.01 1.02 0.85 -0.72
C -0.20 0.17 -0.18 -0.03
C -1.40 -1.46 -1.61 -0.75
C -1.31 -0.27 -0.92 0.45
Br -2.79 0.79 -0.82 -0.14
I -2.95 -1.98 -2.92 0.09
H 0.95 1.40 1.22 0.24
H -0.86 1.37 1.36 0.25
H 0.65 -0.30 -0.72 0.19
H -0.71 -2.30 -1.67 0.41
```